{
  "formula": "C32H38As2BaN3",
  "method": "the ωB97M-V functional and the def2-TZVPD basis",
  "symbols": ["Ba", "C", "C", "C", "C", "C", "C", "C", "N", "C", "N", "C", "C", "C", "C", "C", "C", "C", "N", "C", "C", "C", "C", "C", "C", "C", "H", "H", "H", "H", "H", "H", "H", "H", "H", "H", "H", "H", "H", "H", "H", "H", "H", "H", "H", "H", "H", "H", "C", "As", "C", "C", "C", "C", "C", "C", "C", "As", "C", "C", "H", "H", "H", "H", "H", "H", "H", "H", "H", "H", "H", "H", "H", "H", "H", "H"],
  "positions_angstrom": [[-0.011, 0.415, 0.182], [1.475, -1.359, 7.275], [1.162, -2.717, 6.713], [1.040, -3.830, 7.538], [0.743, -5.083, 7.023], [0.578, -5.246, 5.656], [0.718, -4.156, 4.812], [0.997, -2.900, 5.338], [1.143, -1.769, 4.484], [0.386, -1.500, 3.371], [-0.856, -2.025, 3.382], [-1.782, -2.113, 2.298], [-1.658, -1.257, 1.211], [-2.576, -1.452, 0.181], [-3.591, -2.403, 0.230], [-3.689, -3.201, 1.358], [-2.786, -3.080, 2.412], [-2.903, -3.969, 3.622], [0.834, -0.749, 2.402], [2.158, -0.259, 2.460], [3.192, -0.957, 1.828], [4.485, -0.456, 1.817], [4.757, 0.763, 2.422], [3.731, 1.474, 3.026], [2.426, 0.986, 3.057], [1.336, 1.751, 3.762], [1.397, -1.364, 8.361], [0.791, -0.604, 6.883], [2.491, -1.044, 7.021], [1.169, -3.705, 8.606], [0.641, -5.929, 7.689], [0.355, -6.221, 5.243], [0.616, -4.278, 3.740], [2.027, -1.287, 4.528], [-1.069, -2.576, 4.197], [-2.525, -0.829, -0.726], [-4.294, -2.525, -0.584], [-4.472, -3.946, 1.426], [-3.729, -4.668, 3.507], [-3.093, -3.391, 4.532], [-1.996, -4.556, 3.788], [2.966, -1.914, 1.373], [5.276, -1.019, 1.341], [5.763, 1.160, 2.421], [3.945, 2.427, 3.496], [1.610, 2.799, 3.880], [1.150, 1.342, 4.758], [0.383, 1.691, 3.233], [2.971, 3.079, -3.432], [2.256, 1.783, -2.158], [3.606, 2.048, -0.765], [0.777, 2.853, -1.418], [0.994, 3.699, -0.331], [-0.060, 4.353, 0.297], [-1.357, 4.141, -0.148], [-1.587, 3.273, -1.209], [-0.537, 2.627, -1.866], [-0.945, 1.165, -3.125], [-0.207, 1.920, -4.775], [-2.839, 1.506, -3.447], [3.047, 4.064, -2.974], [2.338, 3.136, -4.313], [3.963, 2.747, -3.740], [3.888, 3.100, -0.729], [4.477, 1.463, -1.057], [3.278, 1.710, 0.218], [2.000, 3.876, 0.029], [0.136, 5.027, 1.121], [-2.189, 4.648, 0.322], [-2.608, 3.122, -1.534], [-0.101, 2.999, -4.691], [-0.892, 1.696, -5.592], [0.755, 1.465, -5.002], [-3.030, 2.534, -3.752], [-3.429, 1.260, -2.565], [-3.147, 0.834, -4.248]],
  "e_lumo_ev": -2.32,
  "spin_multiplicity": 1,
  "homo_energy_ev": -9.877,
  "homo_lumo_gap_ha": 0.2778,
  "de_lowest_kj_mol": 0.00,
  "total_charge": 1
}

=====

{
  "formula": "C47H36AsF4GeMgNS",
  "method": "the ωB97M-V functional and the def2-TZVPD basis",
  "symbols": ["Mg", "F", "C", "C", "C", "C", "C", "F", "C", "C", "C", "C", "C", "C", "N", "H", "H", "H", "H", "H", "H", "S", "C", "C", "C", "C", "C", "C", "As", "C", "C", "C", "C", "C", "C", "C", "C", "C", "C", "C", "C", "H", "H", "H", "H", "H", "H", "H", "H", "H", "H", "H", "H", "H", "H", "C", "Ge", "C", "C", "C", "C", "C", "C", "C", "C", "C", "C", "C", "C", "C", "C", "C", "C", "H", "H", "H", "H", "H", "H", "H", "H", "H", "H", "H", "H", "H", "H", "H", "F", "C", "F", "H"],
  "positions_angstrom": [[-2.136, -1.739, 0.082], [-5.018, 1.599, 3.514], [-4.926, 0.457, 2.795], [-3.936, 0.323, 1.848], [-3.820, -0.840, 1.085], [-4.775, -1.863, 1.304], [-5.723, -1.695, 2.307], [-6.596, -2.686, 2.624], [-5.827, -0.549, 3.065], [-4.741, -3.062, 0.414], [-5.805, -3.946, 0.243], [-5.681, -4.999, -0.649], [-4.506, -5.167, -1.364], [-3.492, -4.251, -1.160], [-3.613, -3.225, -0.304], [-3.260, 1.148, 1.688], [-6.587, -0.451, 3.828], [-6.724, -3.817, 0.791], [-6.508, -5.687, -0.788], [-4.379, -5.980, -2.065], [-2.553, -4.307, -1.698], [-1.508, -2.063, -2.761], [-0.011, -2.696, -3.419], [-0.087, -3.726, -4.373], [1.044, -4.241, -4.983], [2.301, -3.741, -4.673], [2.407, -2.721, -3.741], [1.280, -2.191, -3.113], [1.416, -0.714, -1.836], [3.239, -1.186, -1.256], [3.304, -2.152, -0.250], [4.526, -2.667, 0.163], [5.704, -2.214, -0.420], [5.653, -1.234, -1.405], [4.427, -0.729, -1.826], [1.816, 0.695, -3.137], [1.411, 0.577, -4.464], [1.569, 1.637, -5.349], [2.126, 2.835, -4.916], [2.538, 2.963, -3.596], [2.382, 1.900, -2.715], [-1.065, -4.121, -4.626], [0.945, -5.042, -5.709], [3.190, -4.147, -5.143], [3.387, -2.333, -3.501], [2.383, -2.501, 0.210], [4.557, -3.429, 0.933], [6.659, -2.615, -0.104], [6.570, -0.873, -1.857], [4.397, 0.041, -2.590], [0.961, -0.347, -4.805], [1.245, 1.531, -6.377], [2.236, 3.665, -5.604], [2.964, 3.896, -3.244], [2.701, 2.015, -1.687], [-0.723, 0.352, 3.011], [0.002, 1.149, 1.341], [-1.115, 2.709, 0.791], [-0.919, 3.241, -0.488], [-1.630, 4.354, -0.922], [-2.568, 4.946, -0.087], [-2.805, 4.407, 1.173], [-2.086, 3.297, 1.603], [1.683, 1.994, 2.075], [2.870, 1.581, 1.519], [4.133, 1.974, 2.025], [4.205, 2.753, 3.138], [3.017, 3.226, 3.755], [3.075, 4.077, 4.888], [1.941, 4.590, 5.446], [0.681, 4.264, 4.900], [0.594, 3.424, 3.827], [1.751, 2.870, 3.212], [-1.195, 1.109, 3.640], [0.131, -0.073, 3.549], [-1.438, -0.445, 2.807], [-0.204, 2.775, -1.158], [-1.451, 4.757, -1.911], [-3.113, 5.824, -0.414], [-3.548, 4.850, 1.824], [-2.300, 2.895, 2.590], [2.855, 0.910, 0.677], [5.035, 1.631, 1.529], [5.163, 3.027, 3.572], [4.048, 4.325, 5.300], [2.005, 5.266, 6.290], [-0.218, 4.682, 5.333], [-0.369, 3.187, 3.406], [-0.693, -4.147, 0.643], [-0.913, -2.941, 1.389], [-1.938, -3.314, 2.325], [-0.024, -2.862, 2.018]],
  "e_lumo_ev": [2.47, 0.99],
  "spin_multiplicity": 2,
  "s_squared": 0.7523,
  "homo_energy_ev": [-4.545, -4.547],
  "homo_lumo_gap_ha": [0.2578, 0.2036],
  "de_lowest_kj_mol": 124.26,
  "total_charge": -1
}

=====

{
  "formula": "C23H29CdN2O12PS2Te",
  "method": "the ωB97M-V functional and the def2-TZVPD basis",
  "symbols": ["Cd", "O", "S", "O", "N", "C", "O", "C", "C", "C", "C", "C", "C", "H", "H", "H", "H", "C", "C", "O", "P", "O", "Te", "O", "C", "C", "H", "H", "H", "H", "H", "H", "H", "H", "H", "H", "C", "C", "O", "O", "H", "H", "H", "C", "C", "C", "C", "C", "C", "C", "S", "O", "O", "N", "C", "C", "C", "O", "O", "H", "H", "H", "H", "H", "H", "H", "H", "H", "H", "H", "H"],
  "positions_angstrom": [[0.013, 0.339, -0.001], [-0.660, -2.124, 6.121], [-1.130, -0.819, 5.717], [-2.084, -0.207, 6.624], [-1.659, -0.788, 4.193], [-0.903, -0.014, 3.417], [-1.068, 0.162, 2.194], [0.210, 0.682, 4.162], [1.066, 1.653, 3.668], [1.939, 2.258, 4.564], [1.966, 1.888, 5.905], [1.114, 0.901, 6.388], [0.240, 0.318, 5.494], [1.032, 1.942, 2.625], [2.595, 3.046, 4.212], [2.646, 2.385, 6.587], [1.122, 0.606, 7.430], [-3.666, 2.946, 4.183], [-3.447, 2.553, 2.733], [-2.111, 2.913, 2.364], [-1.628, 2.689, 0.838], [-0.174, 2.954, 0.785], [-2.612, 0.947, -0.465], [-2.451, 3.954, 0.134], [-1.964, 5.260, 0.410], [-1.045, 5.741, -0.702], [-4.734, 2.942, 4.407], [-3.272, 3.950, 4.356], [-3.174, 2.251, 4.858], [-4.152, 3.078, 2.078], [-3.583, 1.478, 2.598], [-1.431, 5.279, 1.366], [-2.835, 5.919, 0.498], [-0.183, 5.078, -0.764], [-0.702, 6.760, -0.500], [-1.573, 5.718, -1.657], [3.507, -0.404, 2.071], [2.262, -0.177, 1.215], [1.464, -1.137, 1.073], [2.091, 0.958, 0.705], [3.186, -0.625, 3.090], [4.132, 0.487, 2.063], [4.062, -1.263, 1.694], [-1.727, -2.235, -7.458], [-0.931, -2.920, -6.379], [0.249, -3.593, -6.681], [0.983, -4.213, -5.680], [0.526, -4.172, -4.374], [-0.662, -3.532, -4.055], [-1.374, -2.899, -5.059], [1.516, -4.956, -3.104], [0.719, -6.026, -2.569], [2.779, -5.293, -3.719], [1.806, -3.891, -1.906], [2.790, -2.817, -2.133], [2.274, -1.578, -2.886], [1.123, -0.857, -2.150], [1.162, 0.389, -2.096], [0.213, -1.567, -1.637], [-1.132, -2.108, -8.363], [-2.067, -1.255, -7.124], [-2.612, -2.822, -7.716], [0.602, -3.621, -7.705], [1.919, -4.715, -5.888], [-1.004, -3.490, -3.031], [-2.280, -2.362, -4.805], [0.946, -3.467, -1.525], [3.628, -3.268, -2.664], [3.130, -2.494, -1.148], [1.933, -1.860, -3.884], [3.083, -0.856, -2.993]],
  "e_lumo_ev": 3.85,
  "spin_multiplicity": 1,
  "homo_energy_ev": -2.644,
  "homo_lumo_gap_ha": 0.2387,
  "de_lowest_kj_mol": 0.00,
  "total_charge": -2
}

=====

{
  "formula": "C15H34N2O17",
  "method": "the ωB97M-V functional and the def2-TZVPD basis",
  "symbols": ["C", "N", "O", "O", "H", "H", "H", "C", "N", "O", "O", "H", "H", "H", "C", "O", "C", "O", "O", "C", "H", "H", "H", "H", "H", "H", "C", "O", "C", "O", "O", "C", "H", "H", "H", "H", "H", "H", "C", "O", "C", "O", "O", "C", "H", "H", "H", "H", "H", "H", "C", "O", "C", "O", "O", "C", "H", "H", "H", "H", "H", "H", "C", "O", "H", "H", "H", "H"],
  "positions_angstrom": [[0.446, 1.592, 4.251], [-0.776, 1.417, 3.377], [-0.659, 1.621, 2.184], [-1.904, 1.120, 3.826], [1.086, 0.718, 4.134], [0.068, 1.570, 5.273], [0.918, 2.550, 4.036], [1.644, -3.821, -0.815], [2.182, -5.004, -1.601], [2.579, -4.783, -2.737], [2.168, -6.006, -1.010], [0.598, -4.073, -0.639], [1.704, -2.881, -1.363], [2.086, -3.810, 0.181], [3.430, -1.369, 3.307], [3.081, -0.186, 2.641], [3.746, 0.947, 2.883], [4.897, 1.060, 3.309], [2.915, 1.936, 2.479], [3.384, 3.257, 2.601], [2.885, -1.524, 4.238], [4.487, -1.576, 3.477], [3.019, -2.210, 2.748], [2.568, 3.975, 2.676], [3.918, 3.491, 1.680], [4.016, 3.411, 3.475], [2.012, 6.889, 0.569], [1.758, 5.792, -0.316], [0.782, 4.872, 0.025], [0.032, 4.962, 1.017], [0.902, 3.913, -0.850], [0.056, 2.756, -0.731], [3.053, 7.212, 0.538], [1.702, 6.696, 1.596], [1.403, 7.703, 0.176], [0.402, 2.136, 0.096], [0.104, 2.190, -1.661], [-0.979, 3.003, -0.493], [-0.752, -5.658, -5.071], [-0.214, -4.498, -4.456], [-1.010, -3.481, -4.231], [-2.196, -3.396, -4.417], [-0.295, -2.638, -3.580], [-0.824, -1.384, -3.150], [-1.222, -5.543, -6.048], [-1.508, -6.138, -4.450], [0.016, -6.424, -5.179], [-1.843, -1.578, -2.814], [-0.766, -0.576, -3.880], [-0.294, -1.066, -2.252], [-3.234, 1.710, 0.551], [-4.059, 1.289, -0.567], [-4.175, 0.010, -0.821], [-3.381, -0.874, -0.528], [-5.257, -0.140, -1.656], [-5.605, -1.445, -2.096], [-3.497, 1.139, 1.442], [-3.344, 2.776, 0.750], [-2.192, 1.476, 0.338], [-6.587, -1.513, -2.565], [-5.718, -2.158, -1.279], [-4.879, -1.897, -2.772], [-0.219, -1.159, 0.927], [-0.918, -1.902, 0.029], [0.294, -0.345, 0.414], [-0.842, -0.832, 1.759], [0.490, -1.886, 1.322], [-1.681, -1.421, -0.298]],
  "e_lumo_ev": -0.25,
  "spin_multiplicity": 1,
  "homo_energy_ev": -10.096,
  "homo_lumo_gap_ha": 0.3617
}

=====

{
  "formula": "C20H15CuN4O2PSSe",
  "method": "the ωB97M-V functional and the def2-TZVPD basis",
  "symbols": ["Cu", "O", "C", "O", "C", "P", "C", "C", "C", "C", "C", "C", "C", "C", "C", "C", "C", "C", "H", "H", "H", "H", "H", "H", "H", "H", "H", "H", "H", "H", "Se", "N", "C", "C", "C", "C", "N", "C", "N", "H", "H", "H", "S", "C", "N"],
  "positions_angstrom": [[0.373, -0.477, -1.844], [4.193, -0.599, -0.621], [2.997, -0.417, -0.672], [2.283, -0.514, -1.762], [2.209, -0.023, 0.595], [0.526, -0.676, 0.445], [-0.600, 0.226, 1.517], [-1.717, 0.837, 0.963], [-2.598, 1.533, 1.781], [-2.363, 1.616, 3.143], [-1.253, 0.992, 3.703], [-0.376, 0.292, 2.894], [0.542, -2.378, 1.036], [1.735, -3.072, 1.222], [1.704, -4.406, 1.604], [0.488, -5.046, 1.792], [-0.701, -4.359, 1.591], [-0.679, -3.029, 1.208], [2.100, 1.067, 0.584], [2.749, -0.295, 1.501], [-1.916, 0.748, -0.099], [-3.477, 1.996, 1.351], [-3.052, 2.158, 3.778], [-1.080, 1.046, 4.770], [0.478, -0.212, 3.332], [2.692, -2.591, 1.066], [2.632, -4.941, 1.751], [0.467, -6.087, 2.088], [-1.651, -4.860, 1.722], [-1.615, -2.508, 1.031], [-3.014, 3.270, -2.789], [-1.727, 4.450, -3.144], [-0.593, 3.787, -3.088], [0.702, 4.350, -3.329], [1.767, 3.527, -3.230], [1.580, 2.140, -2.887], [0.430, 1.582, -2.658], [-0.688, 2.391, -2.756], [-1.891, 1.914, -2.549], [0.786, 5.398, -3.582], [2.775, 3.876, -3.401], [2.446, 1.492, -2.800], [-3.905, -1.629, -1.219], [-2.420, -1.383, -1.812], [-1.339, -1.187, -2.229]],
  "e_lumo_ev": [-1.67, -1.68],
  "spin_multiplicity": 2,
  "s_squared": 0.7562,
  "homo_energy_ev": [-8.122, -8.180],
  "homo_lumo_gap_ha": [0.2373, 0.2389],
  "de_lowest_kj_mol": 0.00
}

=====

{
  "formula": "C12H49N3O11",
  "method": "the ωB97M-V functional and the def2-TZVPD basis",
  "symbols": ["C", "O", "C", "C", "C", "N", "H", "H", "H", "H", "H", "H", "H", "H", "H", "H", "H", "C", "O", "C", "C", "C", "N", "H", "H", "H", "H", "H", "H", "H", "H", "H", "H", "H", "C", "O", "C", "C", "C", "N", "H", "H", "H", "H", "H", "H", "H", "H", "H", "H", "H", "O", "H", "H", "O", "H", "H", "O", "H", "H", "O", "H", "H", "O", "H", "H", "O", "H", "H", "O", "H", "H", "O", "H", "H"],
  "positions_angstrom": [[0.817, 4.689, 1.013], [-0.123, 4.040, 1.842], [-0.638, 2.876, 1.251], [-1.995, 2.508, 1.871], [-2.006, 2.392, 3.387], [-2.583, 1.382, 1.153], [0.299, 5.142, 0.160], [1.568, 3.997, 0.622], [1.296, 5.484, 1.578], [-0.815, 2.964, 0.176], [0.059, 2.037, 1.404], [-2.545, 3.429, 1.636], [-1.389, 1.584, 3.786], [-3.048, 2.181, 3.663], [-1.853, 3.304, 3.967], [-1.910, 0.629, 1.009], [-3.219, 0.949, 1.820], [-0.556, 1.063, -1.896], [0.359, 1.304, -2.952], [0.975, 2.571, -2.827], [2.024, 2.711, -3.974], [1.333, 3.198, -5.229], [2.704, 1.441, -4.258], [-0.016, 0.913, -0.959], [-1.137, 0.174, -2.116], [-1.246, 1.903, -1.774], [0.211, 3.350, -2.955], [1.373, 2.729, -1.817], [2.723, 3.478, -3.633], [2.016, 3.417, -6.048], [0.767, 4.126, -5.086], [0.563, 2.495, -5.559], [3.283, 1.261, -3.442], [1.970, 0.742, -4.281], [3.072, -3.961, 0.280], [2.750, -2.588, 0.287], [2.984, -1.943, 1.514], [2.887, -0.442, 1.344], [1.716, 0.063, 0.478], [4.153, 0.177, 0.952], [3.031, -4.216, -0.773], [2.457, -4.554, 0.966], [4.082, -4.157, 0.674], [2.360, -2.351, 2.317], [4.020, -2.159, 1.825], [2.618, 0.014, 2.309], [1.341, 1.018, 0.838], [0.912, -0.676, 0.495], [2.026, 0.132, -0.567], [4.954, -0.175, 1.460], [4.172, 1.181, 1.071], [-0.198, -3.461, 1.828], [-0.088, -2.857, 2.589], [-0.898, -4.070, 2.093], [-3.963, -3.682, 0.396], [-3.374, -3.358, -0.314], [-3.922, -4.641, 0.332], [-3.336, -2.610, 3.065], [-4.159, -2.551, 2.568], [-2.668, -2.717, 2.380], [-2.386, -3.156, -1.822], [-1.804, -3.928, -1.920], [-2.608, -2.885, -2.722], [0.266, -4.539, -1.616], [-0.144, -4.520, -2.487], [0.430, -3.610, -1.393], [-0.335, -1.276, 3.518], [-0.708, -1.465, 4.388], [-0.045, -0.358, 3.564], [-5.137, -0.279, -0.125], [-4.312, -0.761, -0.255], [-5.422, -0.031, -1.010], [-1.425, -1.303, -0.040], [-1.645, -2.017, -0.671], [-0.916, -1.748, 0.655]],
  "e_lumo_ev": -0.29,
  "spin_multiplicity": 1,
  "homo_energy_ev": -9.036,
  "homo_lumo_gap_ha": 0.3215,
  "de_lowest_kj_mol": 162.30
}